1.
Here is the ion C5H10NO2 with charge -1 from the Open Molecules 2025 dataset. Energies are from ωB97M-V/def2-TZVPD.

Calculated values
Gap between HOMO and LUMO in eV: 6.7
Lowest unoccupied orbital energy in eV: 3.81
Total charge: -1
Spin multiplicity: 1

XYZ file:
```
18
Properties=species:S:1:pos:R:3:lowdin_charge:R:1
C -1.578 1.663 -1.608 -0.10
C -1.400 0.896 -0.296 -0.24
N -0.202 0.072 -0.293 -0.10
C 0.933 0.688 0.176 -0.31
O 1.132 1.889 0.023 -0.03
C -0.379 -1.361 -0.066 -0.20
C 0.762 -2.134 0.639 -0.54
O 1.062 -1.633 1.847 -0.35
H -0.793 2.418 -1.666 0.06
H -2.555 2.153 -1.687 0.06
H -1.438 0.991 -2.461 0.07
H -1.322 1.604 0.531 0.11
H -2.294 0.306 -0.098 0.10
H 1.576 0.009 0.752 0.11
H -1.267 -1.548 0.559 0.10
H -0.739 -1.821 -1.008 0.10
H 1.645 -2.081 -0.048 0.08
H 0.407 -3.190 0.597 0.08
```

---

2.
Here is an isolated molecule of C8H16N2O3 from the Open Molecules 2025 dataset. Energies are from ωB97M-V/def2-TZVPD.

Calculated values
Gap between HOMO and LUMO in eV: 9.9
Lowest unoccupied orbital energy in eV: 0.61
Spin multiplicity: 1

XYZ file:
```
29
Properties=species:S:1:pos:R:3:lowdin_charge:R:1
C 2.659 -0.973 -1.426 -0.12
C 1.934 -0.550 -0.204 -0.49
C 2.871 -0.121 0.913 -0.09
C 0.873 0.453 -0.554 -0.18
C 0.094 1.097 0.483 -0.30
N -0.293 0.039 1.426 0.05
C -1.118 1.907 -0.013 -0.45
O -1.155 3.084 -0.143 0.10
N -2.201 1.109 -0.339 0.08
C -2.199 -0.291 -0.368 -0.17
C -3.627 -0.670 -0.264 -0.52
O -4.558 -0.023 -0.640 0.12
O -3.766 -1.586 0.700 0.12
H 1.924 -1.053 -2.210 0.06
H 3.522 -1.857 -1.247 0.15
H 3.362 -0.129 -1.837 0.11
H 1.418 -1.519 0.080 0.15
H 2.271 0.092 1.808 0.05
H 3.414 -1.011 1.393 0.10
H 3.640 0.715 0.790 0.11
H 0.142 -0.051 -1.240 0.13
H 1.377 1.258 -0.937 0.11
H 0.818 1.811 0.946 0.16
H 0.521 -0.453 1.733 0.06
H -0.853 0.290 2.191 0.09
H -3.067 1.701 -0.802 0.23
H -1.553 -0.598 0.378 0.05
H -1.755 -0.797 -1.293 0.15
H -4.695 -1.873 0.675 0.13
```

---

3.
Here is an isolated molecule of C10H11N3O4S from the Open Molecules 2025 dataset. Energies are from ωB97M-V/def2-TZVPD.

Calculated values
Gap between HOMO and LUMO in eV: 8.8
Lowest unoccupied orbital energy in eV: -0.15
Spin multiplicity: 1

XYZ file:
```
29
Properties=species:S:1:pos:R:3:lowdin_charge:R:1
C -0.114 -1.192 2.954 -0.37
S 0.011 -0.690 1.216 0.99
C -0.876 0.813 1.258 -0.51
N -1.312 1.184 2.453 0.05
C -2.007 2.298 2.574 -0.12
C -2.322 3.119 1.501 -0.04
C -1.873 2.740 0.249 0.01
C -1.126 1.573 0.100 -0.11
C -0.698 1.204 -1.262 -0.44
O -1.078 1.755 -2.262 0.13
O 0.184 0.183 -1.262 -0.11
C 0.570 -0.353 -2.527 -0.06
C 0.409 -1.874 -2.505 -0.42
O -0.529 -2.414 -3.037 0.11
N 1.380 -2.615 -1.893 0.18
C 2.602 -2.333 -1.250 -0.58
N 2.746 -1.087 -0.747 0.18
O 3.447 -3.191 -1.199 0.08
H -1.158 -1.318 3.215 0.04
H 0.420 -2.133 3.035 0.03
H 0.342 -0.432 3.579 0.03
H -2.323 2.533 3.581 0.11
H -2.899 4.018 1.641 0.10
H -2.084 3.326 -0.634 0.13
H 1.606 -0.069 -2.737 0.14
H -0.095 0.053 -3.298 0.14
H 1.264 -3.614 -2.045 0.17
H 1.934 -0.542 -0.502 0.03
H 3.577 -0.945 -0.195 0.12
```

---

4.
Here is an isolated molecule of C3H4O2 from the Open Molecules 2025 dataset. Energies are from ωB97M-V/def2-TZVPD.

Calculated values
Gap between HOMO and LUMO in eV: 9.2
Lowest unoccupied orbital energy in eV: 0.44
Spin multiplicity: 1

XYZ file:
```
9
Properties=species:S:1:pos:R:3:lowdin_charge:R:1
C -0.669 -0.127 -0.650 -0.01
C 0.214 -1.113 0.185 -0.30
C 0.527 0.343 0.046 -0.23
O -0.155 -0.798 1.433 -0.07
O 0.925 1.482 0.498 0.14
H -0.514 -0.181 -1.706 0.10
H -1.648 0.061 -0.391 0.08
H 0.917 -1.913 -0.110 0.14
H 0.402 2.247 0.695 0.13
```

---

5.
Here is a structure of composition C27H18Cl2N5O5STi from the Open Molecules 2025 dataset. Energies are from ωB97M-V/def2-TZVPD.

Calculated values
Gap between HOMO and LUMO (spin up / spin down) in eV: 4.4 / 6.4
Lowest unoccupied orbital energy (spin up / spin down) in eV: 4.13 / 4.12
Total charge: -2
Spin multiplicity: 4
⟨S²⟩: 3.808

XYZ file:
```
59
Properties=species:S:1:pos:R:3:lowdin_charge:R:1
Ti 0.088 -0.178 0.095 0.86
O 5.682 0.129 5.352 -0.10
N 5.528 0.195 4.097 -0.40
O 6.536 0.157 3.327 -0.10
C 4.238 0.200 3.581 -0.13
C 3.178 0.165 4.484 0.02
C 1.829 0.158 4.069 -0.18
C 0.744 0.171 4.960 -0.06
C -0.565 0.183 4.441 -0.11
C -0.775 0.149 3.088 -0.15
N 0.249 0.107 2.187 -0.04
C 1.537 0.157 2.682 -0.18
C 2.586 0.202 1.749 -0.15
N 2.199 0.188 0.433 -0.01
C 3.138 0.300 -0.510 -0.16
C 4.475 0.410 -0.217 -0.08
C 4.896 0.369 1.121 -0.02
C 3.965 0.250 2.143 -0.06
H 3.412 0.150 5.537 0.10
H 0.927 0.177 6.027 0.09
H -1.426 0.206 5.098 0.08
H -1.766 0.120 2.656 0.07
H 2.784 0.265 -1.534 0.10
H 5.193 0.500 -1.022 0.09
H 5.938 0.418 1.384 0.08
O 0.257 -0.118 -1.870 -0.25
N 0.390 0.983 -2.610 -0.17
C 0.709 0.769 -3.908 -0.02
C 0.976 1.808 -4.748 -0.07
C 0.910 3.108 -4.206 -0.10
C 0.575 3.298 -2.900 -0.09
C 0.284 2.205 -2.020 -0.68
S -0.153 2.354 -0.408 0.74
H 0.728 -0.278 -4.174 0.14
H 1.228 1.610 -5.778 0.10
H 1.135 3.965 -4.829 0.10
H 0.522 4.282 -2.455 0.10
C 0.503 -2.454 0.229 -0.16
C 0.847 -2.882 -1.089 -0.33
C 2.172 -2.795 -1.590 -0.06
C 2.484 -3.123 -2.887 -0.06
C 1.490 -3.556 -3.774 -0.28
C 0.171 -3.652 -3.308 -0.06
C -0.138 -3.325 -2.010 -0.05
C 1.804 -3.915 -5.128 -0.24
N 2.053 -4.200 -6.219 0.09
H 1.307 -2.482 0.965 0.06
H -0.435 -2.841 0.622 0.05
H 2.953 -2.448 -0.923 0.10
H 3.509 -3.041 -3.230 0.11
H -0.609 -3.983 -3.984 0.11
H -1.167 -3.376 -1.673 0.11
Cl -4.670 -2.254 -0.323 0.54
C -4.324 -0.519 -0.052 -0.98
Cl -4.603 -0.097 1.659 0.56
C -2.894 -0.169 -0.530 -0.77
O -2.843 0.472 -1.571 0.02
O -1.963 -0.608 0.212 -0.17
H -5.043 0.036 -0.640 0.05
```

---

Look up the spin multiplicity of the second one.
1

---

The highest spin multiplicity belongs to which entry?
C27H18Cl2N5O5STi

---

The highest spin multiplicity belongs to which entry?
C27H18Cl2N5O5STi